Record 1
Formula: C30H90O15
Source: the OMol25 dataset
Level of theory: ωB97M-V/def2-TZVPD

Last column: Löwdin charge in e.
Geometry (Å):
C: -3.30904 1.67522 0.87761  -0.065
C: -4.71794 2.00209 0.43810  -0.313
O: -5.53432 0.90521 0.84513  -0.085
H: -2.85307 0.84269 0.34181  0.059
H: -3.29947 1.48652 1.95111  0.079
H: -2.71949 2.57837 0.71996  0.066
H: -4.86614 2.27709 -0.60618  0.091
H: -5.13600 2.85971 0.96518  0.108
H: -6.38427 1.01010 0.41132  0.080
C: 4.66083 1.10569 0.46147  -0.083
C: 6.15680 0.93527 0.47229  -0.344
O: 6.63819 1.49436 1.65125  -0.072
H: 4.32297 2.13993 0.52698  0.077
H: 4.20605 0.60292 1.31499  0.057
H: 4.26658 0.70563 -0.47268  0.058
H: 6.59024 1.30606 -0.45655  0.113
H: 6.45211 -0.10724 0.59091  0.110
H: 7.59772 1.49565 1.62109  0.086
C: -2.80149 3.69624 -2.05986  -0.068
C: -2.58310 4.62919 -3.26014  -0.270
O: -1.59496 3.97771 -4.03212  -0.104
H: -1.89491 3.49374 -1.48959  0.046
H: -3.20490 2.73289 -2.37181  0.065
H: -3.39728 4.25356 -1.33701  0.085
H: -2.07847 5.56172 -3.00747  0.103
H: -3.46312 4.89473 -3.84594  0.116
H: -1.38603 4.54202 -4.78012  0.106
C: -3.64550 -0.15843 -3.65690  -0.052
C: -2.27230 0.15619 -4.40039  -0.266
O: -2.16011 -0.84207 -5.41570  -0.103
H: -4.48084 -0.22557 -4.35389  0.073
H: -3.83307 0.70424 -3.01758  0.033
H: -3.61426 -0.99185 -2.95508  0.053
H: -1.46405 0.05267 -3.67644  0.082
H: -2.20266 1.17801 -4.77340  0.099
H: -1.89120 -1.68945 -5.05342  0.027
C: -2.48286 -4.68357 -2.38413  -0.086
C: -1.57056 -3.55868 -2.69920  -0.323
O: -1.63259 -3.29862 -4.06461  -0.084
H: -2.19832 -5.61141 -2.88035  0.081
H: -3.51419 -4.45487 -2.65276  0.086
H: -2.49622 -4.87964 -1.31199  0.074
H: -0.53208 -3.79808 -2.47043  0.105
H: -1.96375 -2.71191 -2.13662  0.105
H: -1.43827 -4.10355 -4.55033  0.103
C: 3.01597 -0.88150 5.17177  -0.067
C: 3.49084 -1.17162 3.77084  -0.305
O: 4.07203 -2.46571 3.60042  -0.077
H: 2.46873 0.05700 5.26035  0.063
H: 3.79763 -0.73284 5.91675  0.082
H: 2.31570 -1.69172 5.37492  0.062
H: 4.30589 -0.47163 3.58696  0.106
H: 2.67139 -0.96119 3.08359  0.107
H: 4.86986 -2.46172 4.13433  0.103
C: -0.02171 5.21880 -0.73170  -0.081
C: 1.28706 5.89076 -0.33686  -0.320
O: 1.48642 7.09608 -1.03718  -0.063
H: -0.02308 4.98226 -1.79572  0.057
H: -0.92664 5.79521 -0.53950  0.082
H: -0.16359 4.27481 -0.20554  0.066
H: 2.12713 5.25073 -0.60658  0.100
H: 1.35417 5.97758 0.74760  0.107
H: 0.74340 7.67905 -0.86492  0.082
C: 3.38177 -3.00343 -0.52402  -0.045
C: 2.15039 -3.29343 -1.49016  -0.299
O: 2.02036 -4.68732 -1.54809  -0.075
H: 4.29396 -3.47020 -0.89567  0.070
H: 3.16392 -3.48302 0.43026  0.058
H: 3.59344 -1.93821 -0.43138  0.046
H: 2.30703 -2.86349 -2.47945  0.081
H: 1.22844 -2.83677 -1.13020  0.077
H: 1.69839 -5.01042 -0.70338  0.089
C: -0.16572 -0.87113 0.81677  -0.051
C: 0.42868 -0.17607 -0.43039  -0.282
O: 0.01963 1.17140 -0.39779  -0.113
H: 0.20698 -0.36213 1.70565  0.057
H: 0.06724 -1.93577 0.79767  0.073
H: -1.24810 -0.77453 0.73180  0.052
H: -0.15066 -0.58385 -1.25874  0.104
H: 1.51280 -0.25197 -0.51417  0.100
H: 0.09481 1.52157 -1.28847  -0.001
C: 1.58329 -2.43670 -5.43113  -0.066
C: 1.51020 -1.13360 -4.58373  -0.286
O: 2.84921 -0.62152 -4.45605  -0.099
H: 2.06131 -3.24274 -4.87446  0.066
H: 2.12097 -2.28554 -6.36716  0.074
H: 0.56975 -2.68466 -5.74634  0.055
H: 1.09014 -1.22941 -3.58249  0.087
H: 0.88541 -0.41673 -5.11650  0.105
H: 3.38642 -1.01899 -3.76683  0.069
C: 0.87064 -4.25283 5.06603  -0.064
C: 0.79832 -3.52611 3.69899  -0.327
O: 1.86819 -3.93333 2.89254  -0.095
H: 1.86623 -4.09991 5.48258  0.064
H: 0.77077 -5.33428 4.97330  0.073
H: 0.10106 -3.89660 5.75084  0.066
H: 0.87423 -2.43946 3.73814  0.075
H: -0.11081 -3.78494 3.15623  0.109
H: 2.62995 -3.51043 3.29564  0.020
C: 2.39076 2.51520 -2.08674  -0.082
C: 1.33844 2.72882 -3.11426  -0.242
O: 0.04130 2.18203 -2.72050  -0.118
H: 2.21482 2.93596 -1.09674  0.066
H: 3.34354 2.86867 -2.48090  0.095
H: 2.46512 1.44906 -1.87242  0.056
H: 1.53639 2.19510 -4.04381  0.116
H: 1.22574 3.79281 -3.32237  0.108
H: -0.68151 2.64741 -3.14776  0.033
C: -3.77474 -2.38617 0.50158  -0.072
C: -4.39349 -2.25897 1.90552  -0.281
O: -4.97153 -3.50522 2.34748  -0.084
H: -4.51847 -2.74817 -0.20830  0.077
H: -2.91280 -3.05097 0.44496  0.061
H: -3.42761 -1.39593 0.20659  0.045
H: -5.17235 -1.49673 1.92697  0.099
H: -3.63585 -1.92135 2.61270  0.077
H: -5.15880 -3.43821 3.28665  0.072
C: -2.37851 -1.34552 4.90535  -0.093
C: -1.52325 -0.46774 4.07107  -0.332
O: -1.82966 0.93218 4.15139  -0.089
H: -2.34086 -2.37423 4.54698  0.070
H: -3.41266 -1.00719 4.97004  0.083
H: -1.99858 -1.34175 5.92699  0.075
H: -1.65313 -0.74128 3.02398  0.081
H: -0.47629 -0.60541 4.34130  0.094
H: -1.26735 1.35054 3.49535  0.000
C: 1.01351 2.56733 4.16593  -0.060
C: 1.05335 2.47640 2.64014  -0.251
O: -0.28839 2.09701 2.28554  -0.135
H: 0.23993 3.24190 4.53284  0.088
H: 2.00987 2.80599 4.53797  0.076
H: 0.76736 1.56468 4.51550  0.052
H: 1.67686 1.65593 2.28497  0.101
H: 1.23125 3.36671 2.03697  0.106
H: -0.20724 1.84269 1.36340  0.030

* net charge: 0
* HOMO energy: -9.45 eV
* relative energy (zero: lowest compared OMol25 entry of this formula, charge and spin): 129.7 kcal/mol
* LUMO level: 0.01295 hartree
* spin multiplicity: 1
* HOMO-LUMO gap: 9.804 eV


Record 2
Formula: C6H6FN2O3S
Source: the OMol25 dataset
Level of theory: ωB97M-V/def2-TZVPD

Last column: natural (NBO) charge in e.
Geometry (Å):
C: -0.08187 -0.83592 -1.76304  -0.592
C: -1.34856 -1.13027 -1.29744  0.611
C: 0.80055 0.16726 -1.32407  0.610
C: -0.54112 -0.52450 1.01555  0.153
C: 1.19259 1.59510 0.69183  -0.447
C: -2.90261 -0.34993 0.41711  0.198
N: -1.55397 -0.75769 0.15518  -0.572
N: 0.92852 0.37498 0.03518  -0.416
O: -2.32464 -1.74400 -1.76053  -0.707
O: 1.40818 0.90143 -2.08463  -0.670
O: 1.11331 -0.57012 3.01750  -0.955
F: -2.95865 1.04038 0.49703  -0.382
S: -0.21662 -1.11879 2.55014  0.967
H: 0.17735 -1.25535 -2.73181  0.220
H: 2.13811 2.16436 0.35750  0.208
H: 0.38916 2.27809 0.73795  0.176
H: 1.54392 1.22432 1.69148  0.236
H: -3.50368 -0.78987 1.37026  0.141
H: -3.55958 -0.69979 -0.40405  0.221

* net charge: -1
* HOMO energy: -4.13 eV
* relative energy (zero: lowest compared OMol25 entry of this formula, charge and spin): 47.3 kcal/mol
* LUMO level: 0.10971 hartree
* spin multiplicity: 1
* HOMO-LUMO gap: 7.115 eV


Record 3
Formula: C2H2O2S3
Source: the OMol25 dataset
Level of theory: ωB97M-V/def2-TZVPD

Last column: natural (NBO) charge in e.
Geometry (Å):
C: 0.93216 -1.23133 0.16777  -0.642
C: 0.86314 1.41831 -0.16247  -0.716
O: 0.57983 -3.68085 0.53410  -0.898
O: -0.01292 3.59984 -0.97219  -0.904
S: 1.67127 -2.69773 0.46275  1.149
S: 1.25931 2.94226 -0.63529  1.150
S: 2.03534 0.18821 0.19020  0.369
H: -0.06739 -1.18119 0.25624  0.228
H: -0.19547 1.03729 0.02770  0.264

* net charge: 0
* HOMO energy (spin up / spin down): -8.47 / -8.47 eV
* relative energy (zero: lowest compared OMol25 entry of this formula, charge and spin): 35.4 kcal/mol
* LUMO level (spin up / spin down): -0.04024 / -0.04018 hartree
* spin multiplicity: 1
* HOMO-LUMO gap (spin up / spin down): 7.376 / 7.375 eV


Record 4
Formula: C3H4EuO3
Source: the OMol25 dataset
Level of theory: ωB97M-V/def2-TZVPD

Last column: Löwdin spin population.
Geometry (Å):
C: 2.92550 -1.62114 -0.87774  0.000
C: 2.23244 -1.50061 0.27363  -0.018
H: 2.51765 -1.29207 -1.84260  0.001
H: 2.67844 -2.04955 1.11932  0.000
H: 3.91268 -2.10129 -0.93339  0.000
O: -1.47502 1.56894 0.22352  -0.008
C: -2.26404 0.58155 0.25653  -0.001
O: -1.83056 -0.58937 0.42140  -0.009
O: -3.56743 0.74942 0.10664  0.000
Eu: 0.45124 0.19517 0.60083  7.037
H: -3.79839 0.69230 -0.83011  0.000

* net charge: 0
* HOMO energy (spin up / spin down): -7.39 / -7.61 eV
* <S²>: 15.760
* relative energy (zero: lowest compared OMol25 entry of this formula, charge and spin): 15.1 kcal/mol
* LUMO level (spin up / spin down): -0.02612 / -0.02411 hartree
* spin multiplicity: 8
* HOMO-LUMO gap (spin up / spin down): 6.680 / 6.952 eV